A structure of composition C34H57FeN3O2Si at a distorted geometry, computed with wB97M-V/def2-TZVPD.

Each line ends with the Löwdin spin population.
Geometry (Å):
O 0.51280 1.73481 -2.17930  0.022
O 1.20790 -1.39886 -6.19093  0.000
C -0.33485 2.39678 -3.06042  0.001
C -0.16655 3.88562 -2.90780  0.000
H -1.37539 2.12884 -2.96143  0.000
H -0.07879 2.11435 -4.10193  0.000
H -0.46517 4.16025 -1.91333  0.000
H -0.82464 4.44352 -3.61847  0.000
H 0.86854 4.22322 -3.09959  0.000
C 1.80622 1.41360 -2.60079  0.003
C 2.14081 1.74309 -4.04969  0.000
H 2.05630 0.35571 -2.44347  0.001
H 2.46114 1.95699 -1.95405  0.000
H 1.71780 1.04734 -4.75365  0.000
H 3.23445 1.66448 -4.18182  0.000
H 1.88581 2.77593 -4.33459  0.000
C 1.79539 -2.25225 -5.21510  0.000
C -0.14534 -1.69097 -6.51048  0.000
C 3.30613 -2.00710 -5.19389  0.000
H 1.58630 -3.31272 -5.41523  0.000
H 1.35228 -1.98150 -4.24307  0.000
H 3.73610 -2.09897 -6.19816  0.000
H 3.79051 -2.74059 -4.54756  0.000
H 3.51376 -1.00705 -4.81051  0.000
C -0.40140 -1.55249 -8.02077  0.000
H -0.74667 -0.94208 -5.97092  0.000
H -0.44681 -2.69648 -6.18386  0.000
H -0.13596 -0.55102 -8.36714  0.000
H -1.45879 -1.71893 -8.22047  0.000
H 0.16994 -2.29067 -8.58159  0.000
H -0.59671 -0.24630 -1.52655  0.019
N -1.54716 0.71954 1.24507  0.080
C -2.28064 0.02767 2.12163  0.001
C -2.09539 -1.34387 2.32833  0.020
C -0.98619 -2.06026 1.88952  -0.002
C -3.32239 0.73070 2.92830  0.000
H -4.06594 1.25168 2.31033  -0.001
H -2.86652 1.45578 3.61806  -0.001
H -3.84451 -0.01721 3.53571  0.001
C -0.87009 -3.49344 2.35891  0.001
H -0.18769 -3.61568 3.21509  -0.001
H -0.55419 -4.18328 1.56975  -0.001
H -1.84983 -3.83726 2.71678  0.001
N 0.00237 -1.49725 1.16421  0.102
C -1.69797 2.13469 1.10754  0.012
C -2.69982 2.64708 0.26204  0.017
C -3.66588 1.77639 -0.47490  0.002
C -2.77328 4.03328 0.10941  -0.003
H -3.51791 4.43016 -0.56437  -0.001
C -1.92237 4.87719 0.83640  0.017
H -1.99402 5.95321 0.70266  0.001
C -1.00163 4.34420 1.72817  -0.003
H -0.34633 4.98168 2.31794  -0.001
C -0.89128 2.96799 1.90439  0.017
C 0.07101 2.40801 2.90132  0.003
C 1.31621 -2.05364 1.32823  0.012
C 1.85093 -2.88296 0.32736  0.008
C 1.06047 -3.21569 -0.89446  0.002
C 3.13765 -3.41983 0.49251  -0.001
H 3.54184 -4.03452 -0.31123  0.000
C 3.85870 -3.17801 1.65005  0.007
H 4.86747 -3.59848 1.76902  0.000
C 3.30511 -2.41800 2.67305  -0.001
H 3.84663 -2.23403 3.59593  0.000
C 2.02293 -1.85869 2.53636  0.007
C 1.46633 -1.04403 3.66079  0.001
Fe -0.20001 0.15101 0.15320  3.481
H -3.30300 1.52585 -1.48511  0.000
H -4.61673 2.30900 -0.60834  0.000
H -3.88090 0.83546 0.05253  0.000
H -0.37206 1.60196 3.50943  0.001
H 0.37996 3.21316 3.58144  0.000
H 0.97586 2.02009 2.42094  0.001
H 1.70631 -3.67587 -1.65215  0.000
H 0.59854 -2.32041 -1.34336  0.001
H 0.25040 -3.92629 -0.67127  0.000
H 1.21411 -0.02219 3.33853  0.000
H 2.22146 -0.96556 4.45013  0.000
H 0.56659 -1.49500 4.10120  0.000
H -2.81118 -1.85659 2.95817  0.002
C -1.23865 -0.52436 -2.37232  0.034
Si -2.47400 -1.77287 -2.17374  0.004
H -1.88026 0.32183 -2.65773  0.000
H -0.43403 -0.94959 -3.01121  0.001
C -3.70529 -1.13124 -3.50145  0.002
C -3.56361 -2.21397 -0.70740  0.001
C -1.82205 -3.42184 -2.83597  0.000
H -0.96746 -3.25793 -3.50240  0.000
H -2.59032 -3.95851 -3.42979  0.000
H -1.51265 -4.10594 -2.04038  0.000
H -3.99282 -0.09096 -3.26896  0.000
H -4.63343 -1.71632 -3.57233  0.000
H -3.23110 -1.12871 -4.49412  0.000
H -3.83235 -1.34840 -0.09270  0.000
H -3.11127 -2.95537 -0.04962  0.000
H -4.52815 -2.65502 -1.04166  0.000
N 2.72570 1.20241 0.57033  0.102
C 1.55432 0.81067 0.36777  0.023

Atomic forces in eV per Å
-1.306 -0.845 0.849
0.280 -0.676 -0.423
0.816 0.725 -1.877
-0.321 0.894 -0.946
-0.264 -0.220 0.635
-0.339 0.055 0.420
0.022 0.310 0.589
0.386 -0.429 0.432
-0.443 -0.260 0.220
1.123 0.119 -0.983
0.885 0.483 -0.019
-0.470 -0.035 0.182
0.620 0.307 0.405
-0.387 -0.227 -0.368
-0.342 -0.041 0.215
0.062 -0.421 0.072
0.199 0.505 0.034
-0.214 0.550 -0.253
-0.415 -0.013 -0.046
-0.118 0.162 -0.108
0.156 -0.306 0.086
-0.188 0.014 0.173
-0.007 0.059 0.048
0.071 -0.042 -0.058
0.210 0.045 0.611
-0.223 -0.313 -0.054
0.196 0.138 0.083
0.022 -0.112 0.033
-0.083 0.018 -0.013
0.080 0.020 0.004
-0.391 0.026 -0.647
-2.238 0.476 1.496
0.311 0.292 -0.517
-0.195 0.275 -0.212
1.092 0.044 -0.197
-0.490 -0.108 0.511
0.285 -0.026 0.125
-0.091 -0.068 -0.285
0.020 0.266 -0.080
-0.264 -0.327 0.508
-0.015 0.162 -0.382
0.132 0.270 0.052
0.185 0.124 -0.139
-0.598 -1.460 1.171
-0.664 0.099 0.641
0.695 0.538 0.160
-0.355 -0.369 -0.245
0.487 -0.065 0.590
-0.062 0.200 -0.028
-0.291 -0.162 -0.400
0.015 -0.143 0.035
-0.043 -0.082 0.011
-0.193 0.040 -0.137
-0.257 0.013 -0.619
0.180 0.081 0.514
0.121 -1.109 0.101
0.552 0.279 0.446
-0.192 0.041 -0.469
-0.531 0.218 -0.086
0.019 0.101 0.224
0.522 -0.214 0.176
-0.507 0.209 -0.079
-0.721 0.165 -0.368
0.024 -0.064 -0.136
0.422 -0.148 -0.543
-0.068 0.347 0.228
0.755 -0.442 -0.887
-0.060 -0.002 0.278
0.209 -0.135 0.012
0.133 0.310 -0.221
0.126 0.250 -0.258
-0.040 -0.243 -0.097
-0.185 0.023 0.041
-0.165 0.067 0.116
0.117 -0.309 0.158
0.159 0.225 -0.049
0.023 -0.389 0.015
-0.188 0.022 -0.073
0.104 0.124 -0.116
0.051 0.035 -0.085
1.720 0.885 1.132
-2.998 -2.903 -1.318
1.266 -0.051 -0.419
-0.882 0.836 -0.464
-0.025 -0.045 0.185
-0.321 0.272 0.427
-0.211 -0.271 -0.198
-0.022 -0.087 0.073
0.267 0.352 0.328
0.047 0.082 -0.089
0.022 -0.262 -0.112
0.276 0.073 0.038
-0.081 0.048 0.183
0.079 -0.130 0.027
0.160 0.066 0.098
0.657 0.281 -0.180
-7.825 -2.642 -1.254
9.923 3.573 1.345

Orbital gap (alpha / beta)   8.335 / 8.595 eV
LUMO level (alpha / beta)   0.570 / 0.411 eV
Spin multiplicity   5
Expectation value of S²   6.0288
HOMO level (alpha / beta)   -0.2854 / -0.3008 Ha
Energy relative to the best compared isomer or geometry (same formula, charge and spin)   0.00 kcal per mole
E_tot   -3197.6171 Eh